Entry 1:
DFT (wB97M-V/def2-TZVPD) results for one molecule with the formula C5H12S.

Calculated values
SMILES = CCCCCS
LUMO = 0.9 eV
total energy = -595.840316 Eh

```
! wB97M-V def2-TZVPD RIJCOSX def2/J DEFGRID3
* xyz 0 1
C -2.174 -0.340 -1.817
C -1.421 0.264 -0.601
C 0.062 0.312 -0.383
C 0.624 -0.674 0.721
C 2.049 -0.337 1.115
H -1.805 -1.312 -1.996
H -1.977 0.228 -2.802
H -3.254 -0.330 -1.561
H -1.773 1.283 -0.540
H -1.845 -0.057 0.398
H 0.363 1.333 0.103
H 0.750 0.142 -1.240
H 0.486 -1.700 0.261
H 0.068 -0.585 1.684
H 2.153 -0.885 2.061
H 2.834 -0.471 0.357
H 2.640 1.587 2.803
S 2.219 1.542 1.437
*
```


Entry 2:
DFT (wB97M-V/def2-TZVPD) results for a 13-piece molecular cluster, C5H37NO12 overall.

Calculated values
LUMO = -0.2 eV
total energy = -1170.308165 Eh

```
! wB97M-V def2-TZVPD RIJCOSX def2/J DEFGRID3
* xyz 0 1
C 0.241 -0.011 0.449
C 0.016 0.834 -0.873
C -0.031 -0.097 -2.110
C 1.077 1.890 -1.094
C 0.547 3.376 -1.133
N -0.624 -1.045 0.934
H 1.245 -0.508 0.215
H 0.461 0.764 1.185
H -0.937 1.361 -0.817
H -0.417 0.404 -3.006
H 0.962 -0.492 -2.263
H -0.806 -0.875 -1.977
H 1.622 1.718 -2.012
H 1.908 1.879 -0.351
H 1.268 4.018 -0.547
H 0.707 3.639 -2.158
H -0.421 3.490 -0.640
H -0.988 -1.625 0.191
H -1.309 -0.823 1.639
H -5.203 0.133 0.545
H -3.947 -0.658 0.070
O -4.459 -0.378 0.855
H 3.898 -0.158 2.784
H 3.820 0.296 1.227
O 3.366 0.254 2.098
H -3.272 -0.819 -1.936
H -3.271 -2.341 -1.933
O -3.289 -1.588 -1.333
H 1.069 -2.033 2.061
H 2.345 -1.575 2.268
O 1.982 -2.441 2.035
H 1.252 1.892 4.830
H 2.363 1.426 3.837
O 1.957 1.221 4.697
H 5.200 0.306 -0.643
H 4.316 -0.890 -0.523
O 4.862 -0.283 0.039
H -1.765 1.645 -5.287
H -0.823 2.552 -4.189
O -1.165 1.750 -4.560
H -2.707 -1.229 3.719
H -1.537 -1.114 4.816
O -1.798 -1.465 3.941
H -2.396 1.046 -2.947
H -3.855 0.961 -3.442
O -3.299 0.748 -2.685
H -3.759 0.335 3.911
H -4.271 -0.343 2.626
O -4.320 -0.385 3.596
H 2.564 -2.010 -1.676
H 4.036 -2.365 -2.220
O 3.461 -1.700 -1.852
H 0.662 -2.645 0.048
H 2.114 -3.000 0.097
O 1.349 -3.040 -0.503
*
```


Entry 3:
DFT (wB97M-V/def2-TZVPD) results for C18H31AsBF5N6O2PdTe as an isolated structure.

Calculated values
LUMO = 4.3 eV
total energy = -4339.565830 Eh

```
! wB97M-V def2-TZVPD RIJCOSX def2/J DEFGRID3
* xyz -2 1
Pd -0.086 0.296 -0.624
C -3.277 -0.812 -0.171
C -2.166 -1.793 -0.028
C -2.217 -3.189 0.130
C -0.904 -3.612 0.207
C -0.379 -5.005 0.339
N -0.115 -2.526 0.118
N -0.892 -1.424 -0.033
B 1.432 -2.433 0.129
N 1.883 -1.622 1.373
N 1.030 -0.809 2.029
C 1.647 -0.379 3.113
C 0.956 0.553 4.054
C 2.947 -0.919 3.172
C 3.055 -1.703 2.041
C 4.235 -2.456 1.522
N 1.808 -1.804 -1.244
N 1.029 -0.848 -1.796
C 1.381 -0.681 -3.060
C 0.665 0.267 -3.961
C 2.436 -1.557 -3.345
C 2.678 -2.243 -2.172
C 3.741 -3.255 -1.907
H -4.183 -1.306 -0.524
H -2.999 -0.016 -0.865
H -3.484 -0.327 0.785
H -3.098 -3.809 0.166
H -1.216 -5.702 0.377
H 0.209 -5.115 1.252
H 0.257 -5.264 -0.509
H 1.910 -3.534 0.193
H 0.252 1.169 3.493
H 1.672 1.198 4.567
H 0.391 0.001 4.810
H 3.706 -0.741 3.919
H 4.960 -2.608 2.322
H 4.709 -1.879 0.724
H 3.940 -3.424 1.114
H -0.209 0.675 -3.446
H 0.349 -0.243 -4.874
H 1.326 1.092 -4.238
H 2.967 -1.652 -4.278
H 4.203 -3.547 -2.849
H 3.342 -4.141 -1.411
H 4.508 -2.818 -1.266
C 2.904 3.610 -1.922
As 3.208 2.247 -0.566
C 4.947 2.891 0.169
C 2.183 2.459 1.049
O 3.528 0.745 -1.127
H 3.810 4.191 -2.097
H 2.092 4.244 -1.562
H 2.584 3.115 -2.835
H 4.881 3.928 0.504
H 5.738 2.796 -0.576
H 5.207 2.254 1.017
H 1.955 3.516 1.174
H 2.794 2.086 1.870
H 1.253 1.910 0.986
F -1.902 1.270 -2.211
Te -1.520 2.833 -0.580
F 0.027 4.244 -0.015
F 0.725 1.981 -1.425
F -3.550 2.462 -0.569
F -2.295 3.945 0.911
O -1.149 1.541 0.624
*
```


Entry 4:
DFT (wB97M-V/def2-TZVPD) results for C24H33CoN7O3S as an isolated structure.

Calculated values
LUMO (spin up / spin down) = -5.9 / -5.3 eV
total energy = -3323.875798 Eh

```
! wB97M-V def2-TZVPD RIJCOSX def2/J DEFGRID3
* xyz 2 2
Co 0.179 -0.184 -0.042
C 0.700 -0.362 5.102
N 1.741 -0.052 4.119
C 2.953 0.557 4.400
C 3.615 0.679 3.243
N 2.788 0.145 2.247
C 1.638 -0.291 2.807
S 0.305 -1.044 2.059
C 3.187 0.046 0.887
C 4.530 -0.181 0.641
C 4.992 -0.136 -0.660
C 4.094 0.153 -1.670
C 2.767 0.319 -1.338
N 2.285 0.240 -0.079
H 1.133 -0.275 6.094
H 0.341 -1.376 4.953
H -0.129 0.334 5.002
H 3.234 0.855 5.395
H 4.572 1.120 3.031
H 5.202 -0.394 1.460
H 6.038 -0.318 -0.872
H 4.405 0.232 -2.701
H 2.040 0.525 -2.104
C -3.604 -2.760 0.028
C -2.965 -1.411 0.245
O -1.528 -1.480 0.026
H -4.678 -2.692 0.198
H -3.199 -3.502 0.719
H -3.453 -3.105 -0.998
H -3.106 -1.073 1.271
H -3.372 -0.661 -0.432
H -1.315 -2.313 -0.410
O 1.561 5.336 -3.788
C 0.352 6.002 -3.457
N -0.189 5.338 -2.302
C -1.098 4.339 -2.414
O -1.680 4.036 -3.437
C -1.367 3.552 -1.158
C -2.547 3.669 -0.435
C -2.775 2.793 0.615
C -1.858 1.783 0.855
N -0.736 1.650 0.138
C -0.486 2.549 -0.819
H 1.941 5.748 -4.572
H -0.383 5.930 -4.255
H 0.532 7.047 -3.208
H 0.304 5.448 -1.431
H -3.274 4.429 -0.694
H -3.669 2.863 1.219
H -2.020 1.046 1.632
H 0.440 2.425 -1.371
N -0.096 -0.206 -2.010
C -0.254 -0.026 -3.145
N -0.425 0.185 -4.412
C -0.237 -0.891 -5.416
C -1.424 -0.909 -6.363
C -1.641 0.471 -6.985
C -1.859 1.523 -5.898
C -0.697 1.558 -4.920
H -0.116 -1.837 -4.893
H 0.686 -0.678 -5.961
H -2.318 -1.203 -5.806
H -1.250 -1.666 -7.127
H -2.499 0.446 -7.657
H -0.770 0.742 -7.591
H -2.782 1.309 -5.352
H -1.963 2.519 -6.329
H -0.914 2.209 -4.074
H 0.210 1.916 -5.413
*
```


> total energy of number 2 (C5H37NO12)?

-1170.308165 Eh


> Among the records above, which one has the highest total energy?

C5H12S


> Which value of total energy does entry 2 give?

-1170.308165 Eh


> Look up the total energy of the second one.

-1170.308165 Eh